Here is a 2-piece molecular cluster, C2H7NS2 overall in a non-equilibrium geometry from the OMol25 dataset. Energies are from ωB97M-V with the def2-TZVPD basis set.

Gap between HOMO and LUMO, eV: 8.83
SMILES: C=N.CSS
Energy above the lowest of the compared OMol25 structures with the same formula, charge and spin, eV: 2.223
2S+1: 1
E_HOMO, eV: -8.64

Bonds (Å) are listed after each position.
Atoms and positions in Å:
1 C -2.28072 0.50636 -0.11866  N2 1.308, H3 1.093, H4 1.047
2 N -1.74629 -0.62871 0.25254  C1 1.308, H5 1.092
3 H -3.09865 0.53773 -0.84325  C1 1.093
4 H -1.73864 1.35854 0.15848  C1 1.047
5 H -1.15814 -0.47056 1.15944  N2 1.092
6 C 1.25386 0.59792 -0.03003  S7 1.754, H9 1.090, H10 1.149, H11 1.155
7 S 0.73841 -0.55331 -1.24820  C6 1.754, S8 2.196
8 S 2.23422 -1.97345 -0.49402  S7 2.196, H12 1.382
9 H 1.30887 0.30396 1.01843  C6 1.090
10 H 2.35710 0.83362 -0.24931  C6 1.149
11 H 0.60152 1.51251 -0.29847  C6 1.155
12 H 1.52845 -2.02460 0.69303  S8 1.382